Entry 1:
Computed, not measured: a structure of composition C41H45O6ReSi, with the ωB97M-V functional and the def2-TZVPD basis.

Last column: Löwdin charge in e.
Cartesian coordinates (Å):
C: 0.212 -0.211 -7.647  -0.24
C: -0.174 -0.822 -6.278  -0.06
C: 0.078 1.313 -7.481  -0.04
C: -1.056 1.461 -6.483  -0.15
H: -0.125 1.758 -8.454  0.13
H: 1.018 1.694 -7.091  0.11
C: -1.310 0.049 -5.820  -0.20
H: 0.692 -0.725 -5.622  0.13
H: -0.452 -1.872 -6.375  0.13
C: -1.469 0.313 -4.321  -0.13
H: -2.252 -0.371 -6.198  0.15
H: -1.973 1.763 -7.009  0.15
C: -0.858 2.381 -5.240  -0.51
C: 1.513 -0.731 -8.199  -0.43
C: -0.719 -0.692 -8.778  -0.42
O: -1.034 -0.035 -9.748  0.15
O: 2.383 -1.235 -7.516  0.13
O: 1.626 -0.612 -9.539  -0.04
O: -1.161 -1.959 -8.555  -0.06
C: -0.623 -3.078 -9.284  -0.02
H: -0.289 -3.817 -8.558  0.10
H: 0.207 -2.789 -9.927  0.09
H: -1.444 -3.465 -9.876  0.09
C: 2.963 -0.920 -9.968  -0.03
H: 3.680 -0.387 -9.326  0.10
H: 3.040 -0.591 -11.007  0.10
H: 3.155 -2.001 -9.886  0.10
O: -1.523 1.744 -4.111  -0.08
H: -0.648 -0.118 -3.714  0.12
H: -2.412 -0.109 -3.942  0.12
C: -1.480 3.752 -5.485  -0.02
C: 0.619 2.566 -4.865  -0.02
H: 1.143 3.181 -5.605  0.08
H: 1.134 1.602 -4.775  0.09
H: 0.695 3.079 -3.897  0.10
H: -1.323 4.424 -4.633  0.09
H: -2.556 3.668 -5.677  0.09
H: -1.009 4.204 -6.368  0.09
Re: 0.152 -0.137 0.614  1.34
C: -2.180 -0.160 1.289  -0.23
C: -2.264 0.168 -0.092  -0.18
C: -1.677 -0.895 -0.833  -0.22
H: -2.712 1.067 -0.513  0.09
C: -1.042 -1.799 0.087  -0.32
C: -1.423 -1.383 1.439  -0.25
H: -1.246 -1.943 2.349  0.08
H: -2.677 0.395 2.075  0.07
H: -1.766 -1.063 -1.899  0.06
H: -0.548 -2.716 -0.196  0.10
C: 2.213 0.684 0.500  -0.24
C: 2.132 -0.390 1.461  -0.22
C: 1.629 -1.557 0.772  -0.27
H: 2.539 -0.360 2.460  0.09
C: 1.471 -1.205 -0.636  -0.30
C: 1.946 0.133 -0.796  -0.23
H: 2.125 0.596 -1.761  0.07
H: 2.511 1.704 0.694  0.09
H: 1.487 -2.548 1.177  0.10
H: 1.252 -1.874 -1.452  0.10
O: -0.200 1.377 1.913  -0.45
Si: -0.103 1.723 3.516  0.49
C: -1.513 1.335 4.725  -0.21
C: -2.479 0.322 4.608  -0.09
C: -3.351 0.039 5.660  -0.09
C: -3.217 0.701 6.882  -0.11
C: -2.216 1.659 7.041  -0.09
C: -1.379 1.976 5.968  -0.11
C: 1.185 0.757 4.465  -0.24
C: 0.942 -0.610 4.692  -0.09
C: 1.755 -1.333 5.568  -0.09
C: 2.812 -0.697 6.226  -0.11
C: 3.051 0.663 6.012  -0.10
C: 2.236 1.389 5.132  -0.09
C: 0.171 3.541 3.743  -0.23
C: -0.908 4.377 4.067  -0.10
C: -0.708 5.742 4.295  -0.09
C: 0.562 6.299 4.100  -0.11
C: 1.607 5.495 3.627  -0.10
C: 1.402 4.125 3.413  -0.10
H: -2.554 -0.305 3.724  0.07
H: -4.111 -0.733 5.532  0.10
H: -3.867 0.448 7.716  0.09
H: -2.058 2.161 7.994  0.09
H: -0.588 2.716 6.126  0.11
H: 0.083 -1.101 4.223  0.10
H: 1.538 -2.387 5.749  0.10
H: 3.428 -1.257 6.928  0.09
H: 3.853 1.174 6.547  0.09
H: 2.409 2.455 4.988  0.08
H: -1.919 3.971 4.101  0.11
H: -1.546 6.365 4.610  0.10
H: 0.730 7.360 4.299  0.09
H: 2.583 5.936 3.409  0.09
H: 2.179 3.519 2.944  0.10

Summary:
Net charge: -1
Lowest unoccupied orbital energy (spin up / spin down), eV: 2.0 / 2.0
Energy, eV: -65537.077
Spin multiplicity: 4
E_HOMO (spin up / spin down), eV: 0.027 / -3.248



Entry 2:
Computed, not measured: a structure of composition C41H46AsBI2IrN3O5S, with the ωB97M-V functional and the def2-TZVPD basis.

Last column: Löwdin charge in e.
Cartesian coordinates (Å):
Ir: -0.202 0.624 0.096  1.10
I: 3.311 -2.214 -5.525  0.85
C: 2.444 -0.878 -4.195  -0.76
C: 1.332 -0.140 -4.572  -0.22
C: 0.748 0.736 -3.672  -0.64
I: -0.977 1.760 -4.199  0.99
C: 1.256 0.901 -2.382  -0.47
O: 0.706 1.713 -1.512  -0.35
C: 2.379 0.128 -2.012  -0.16
C: 2.863 0.202 -0.592  -0.14
N: 1.867 -0.435 0.294  -0.14
C: 2.262 -0.512 1.694  -0.17
C: 1.073 -0.829 2.574  -0.28
C: 1.211 -1.066 3.936  -0.01
C: 0.074 -1.328 4.678  -0.05
C: -1.165 -1.353 4.049  -0.04
C: -1.217 -1.103 2.691  -0.10
N: -0.115 -0.853 1.977  0.00
C: 2.962 -0.747 -2.912  -0.12
H: 0.910 -0.252 -5.561  0.08
H: 2.969 1.236 -0.251  0.12
H: 3.836 -0.301 -0.500  0.13
H: 1.665 -1.368 -0.063  0.12
H: 2.679 0.457 1.985  0.12
H: 3.041 -1.271 1.855  0.14
H: 2.188 -1.041 4.397  0.12
H: 0.152 -1.510 5.740  0.11
H: -2.073 -1.552 4.597  0.11
H: -2.148 -1.086 2.140  0.12
H: 3.817 -1.335 -2.606  0.10
C: -1.509 3.876 -0.781  -0.25
As: -0.006 4.156 0.371  0.72
C: -0.390 5.735 1.396  -0.26
C: 1.505 4.598 -0.723  -0.23
S: 0.284 2.520 1.695  0.15
H: -1.648 4.759 -1.406  0.05
H: -2.384 3.712 -0.155  0.03
H: -1.312 3.004 -1.403  -0.04
H: -0.376 6.609 0.748  0.04
H: 0.363 5.831 2.178  0.04
H: -1.371 5.620 1.854  0.04
H: 1.357 5.597 -1.133  0.04
H: 1.578 3.848 -1.506  0.02
H: 2.397 4.581 -0.096  0.04
C: 3.414 -6.735 0.619  -0.05
C: 2.252 -7.313 -0.196  -0.56
C: 1.820 -8.631 0.447  -0.07
C: 2.731 -7.610 -1.623  -0.05
C: 1.120 -6.288 -0.240  -0.17
C: -0.130 -6.528 0.321  -0.02
C: -1.169 -5.593 0.287  0.03
C: -0.901 -4.397 -0.325  -0.18
O: -1.727 -3.306 -0.500  0.25
B: -0.937 -2.394 -1.175  -0.75
O: 0.350 -2.871 -1.433  0.22
C: 0.342 -4.139 -0.885  -0.17
C: 1.362 -5.052 -0.863  0.06
H: 4.227 -7.458 0.680  0.08
H: 3.096 -6.492 1.633  0.09
H: 3.809 -5.827 0.165  0.08
H: 2.653 -9.336 0.418  0.09
H: 0.983 -9.088 -0.080  0.09
H: 1.537 -8.499 1.491  0.08
H: 3.536 -8.345 -1.601  0.08
H: 3.111 -6.720 -2.119  0.08
H: 1.921 -8.011 -2.230  0.09
H: -0.325 -7.475 0.801  0.10
H: -2.135 -5.801 0.720  0.12
H: 2.312 -4.813 -1.316  0.12
C: -7.260 2.532 3.430  -0.06
C: -7.182 1.488 2.348  -0.24
C: -8.160 0.500 2.290  -0.07
C: -8.108 -0.475 1.308  -0.09
C: -7.091 -0.484 0.373  -0.03
C: -6.110 0.507 0.409  -0.19
N: -5.037 0.537 -0.472  0.10
C: -4.886 -0.238 -1.619  -0.18
C: -5.948 -0.479 -2.468  -0.05
C: -5.811 -1.275 -3.602  -0.10
C: -4.568 -1.826 -3.907  -0.10
C: -3.479 -1.574 -3.106  -0.03
C: -3.583 -0.766 -1.939  -0.09
C: -2.455 -0.509 -1.159  -0.38
O: -1.232 -1.121 -1.503  0.12
O: -2.298 0.341 -0.170  -0.22
C: -6.157 1.503 1.402  -0.17
C: -5.097 2.565 1.400  -0.04
H: -8.083 2.313 4.108  0.07
H: -7.428 3.530 3.019  0.08
H: -6.346 2.578 4.021  0.08
H: -8.955 0.495 3.022  0.10
H: -8.862 -1.251 1.274  0.10
H: -7.040 -1.269 -0.364  0.10
H: -4.157 0.850 -0.077  0.09
H: -6.906 -0.033 -2.241  0.11
H: -6.666 -1.453 -4.237  0.09
H: -4.443 -2.439 -4.790  0.10
H: -2.514 -1.968 -3.392  0.11
H: -5.019 3.009 0.405  0.09
H: -4.107 2.166 1.645  0.08
H: -5.313 3.359 2.109  0.06

Summary:
Net charge: 0
Lowest unoccupied orbital energy (spin up / spin down), eV: 0.2 / 0.1
Energy, eV: -149364.684
Energy above the lowest of the compared OMol25 structures with the same formula, charge and spin, kJ/mol: 0.0
Spin multiplicity: 5
E_HOMO (spin up / spin down), eV: -5.034 / -6.939